1.
69
Properties=species:S:1:pos:R:3:forces:R:3 method="wB97M-V/def2-TZVPD" gap_ev=7.54 lumo_ev=-2.6 multiplicity=1 e_above_lowest_ev=0.662 mol_weight_g_mol=736.88 total_charge=+1
Pb 0.5305 -0.1158 0.0247 0.3873 -0.0613 -0.7143
N -1.8969 0.4306 2.1861 0.0496 0.0832 0.0958
P -0.4324 1.2938 2.0725 -0.6521 0.4656 0.5038
C -0.0937 1.6117 3.8338 0.1815 -0.1457 -0.1762
C -0.4592 0.6874 4.8103 0.0361 -0.0659 -0.0800
C -0.2222 0.9644 6.1474 0.0056 -0.0096 0.0670
C 0.4006 2.1489 6.5141 -0.0119 -0.0191 -0.0531
C 0.8039 3.0511 5.5390 0.0431 0.0324 0.0506
C 0.5600 2.7863 4.2021 -0.0133 0.0121 -0.0833
C -0.9026 2.9464 1.4750 0.2290 -0.1596 -0.0802
C -1.9312 3.6622 2.0837 -0.0219 -0.0138 0.0249
C -2.2867 4.9079 1.5977 -0.0782 -0.0047 0.0874
C -1.6054 5.4559 0.5176 0.0478 -0.0327 -0.0546
C -0.5687 4.7557 -0.0802 -0.0394 0.1089 0.0016
C -0.2217 3.5003 0.3958 -0.0109 -0.1206 0.0188
C -2.2780 -0.7150 1.5191 -0.0511 -0.2419 -0.1353
C -3.5005 -1.3219 1.8281 -0.0567 0.0179 -0.0063
C -3.8698 -2.4640 1.1570 0.1099 0.0953 0.0194
C -3.0132 -2.9984 0.1959 -0.0611 -0.0542 -0.0236
C -1.8253 -2.3570 -0.0399 0.0821 -0.0585 -0.1084
N -1.4597 -1.2355 0.6021 -0.2010 0.0955 0.4240
H -2.5521 0.7421 2.8879 -0.0624 0.0056 0.0155
H -0.9190 -0.2522 4.5289 -0.0358 0.0119 0.0142
H -0.5205 0.2524 6.9054 -0.0031 -0.0037 -0.0137
H 0.5744 2.3675 7.5590 0.0204 -0.0087 -0.0022
H 1.3064 3.9662 5.8227 -0.0141 0.0036 -0.0125
H 0.8630 3.4987 3.4440 -0.0164 0.0278 0.0432
H -2.4533 3.2521 2.9417 0.0083 0.0292 0.0074
H -3.0902 5.4578 2.0701 0.0048 0.0053 -0.0179
H -1.8847 6.4322 0.1442 0.0077 0.0016 0.0035
H -0.0331 5.1868 -0.9153 -0.0027 -0.0218 -0.0059
H 0.5748 2.9434 -0.0844 -0.0009 0.0444 -0.0192
H -4.1375 -0.8873 2.5874 -0.0059 0.0067 -0.0201
H -4.8130 -2.9429 1.3821 -0.0060 0.0045 -0.0054
H -3.2686 -3.8935 -0.3511 0.0406 -0.0032 0.0009
H -1.1139 -2.7423 -0.7615 -0.0094 -0.0017 0.0109
N -2.6987 1.0449 -2.7764 -0.0470 0.0634 -0.1029
C -3.3278 2.1837 -3.1342 -0.0408 0.0499 0.0558
C -3.7577 2.7707 -1.9698 0.0159 0.0531 -0.0069
C -3.3326 1.8929 -0.9565 -0.0164 0.0240 -0.0513
N -2.6926 0.8443 -1.4526 0.0283 -0.0482 0.1538
H -2.2954 0.3556 -3.3840 0.0419 -0.0198 -0.0141
H -3.4283 2.4896 -4.1618 0.0300 -0.0589 -0.0052
H -4.2968 3.6960 -1.8656 0.0025 -0.0175 -0.0045
H -3.4715 1.9908 0.1077 0.0198 -0.0290 0.0393
C 1.4685 -5.9796 -0.9292 -0.0068 -0.0140 -0.0030
C 1.6044 -5.9524 0.4512 -0.0021 -0.0446 0.0096
C 1.7700 -4.7429 1.1101 -0.0167 0.0795 0.0541
C 1.8038 -3.5386 0.4058 -0.1543 0.1941 0.0557
C 1.6587 -3.5875 -0.9837 0.0229 0.0685 0.0388
C 1.4982 -4.7931 -1.6493 -0.0047 0.0114 -0.0547
Si 2.0416 -1.8981 1.3044 0.5837 -0.3624 -0.0770
C 3.7816 -1.2352 0.9962 -0.2314 0.0809 0.0465
C 4.1384 -0.7303 -0.2583 -0.0665 -0.0668 0.0225
C 5.3977 -0.1997 -0.4895 0.0199 0.0020 -0.0290
C 6.3265 -0.1553 0.5411 0.0040 0.0063 -0.0144
C 5.9940 -0.6541 1.7921 0.0419 -0.0059 0.0312
C 4.7333 -1.1873 2.0159 -0.0896 -0.0280 0.0298
H 1.3429 -6.9226 -1.4449 0.0058 0.0011 0.0070
H 1.5870 -6.8749 1.0174 -0.0037 -0.0040 -0.0177
H 1.8802 -4.7300 2.1888 -0.0072 -0.0508 -0.0120
H 1.6894 -2.6668 -1.5627 0.0119 -0.0369 -0.0398
H 1.4040 -4.8077 -2.7278 -0.0075 -0.0155 0.0071
H 1.9360 -2.1869 2.7513 -0.1309 0.0765 0.1120
H 3.4266 -0.7706 -1.0793 0.0373 0.0333 -0.0237
H 5.6553 0.1762 -1.4716 0.0070 0.0069 0.0112
H 7.3080 0.2662 0.3671 0.0020 -0.0170 0.0029
H 6.7191 -0.6322 2.5958 0.0023 0.0138 -0.0114
H 4.4811 -1.5784 2.9954 0.0489 0.0299 0.0133

2.
74
Properties=species:S:1:pos:R:3:forces:R:3 method="wB97M-V/def2-TZVPD" gap_ev=8.19 lumo_ev=-3.2 multiplicity=1 mol_weight_g_mol=717.44 total_charge=+1
Al 0.6010 -0.7277 0.9860 -0.0070 -0.2781 -0.0417
C 3.5724 -2.1337 1.5781 -0.0084 0.0291 0.1240
Si 3.7215 -0.6040 0.5119 0.0691 0.0982 -0.1229
C 4.4959 -1.0146 -1.1394 -0.0044 -0.0345 0.0379
C 4.7189 0.7069 1.3753 0.0113 -0.0439 0.0779
N 2.0750 0.0082 0.3210 -0.2621 0.2704 -0.0723
C 1.8948 1.3628 -0.0770 0.1525 -0.0245 0.0234
C 2.4282 1.9071 -1.2453 -0.0660 -0.0145 0.0021
C 2.2338 3.2458 -1.5547 0.0241 0.0156 -0.0376
C 1.4987 4.0723 -0.7158 -0.0276 0.0404 0.0048
C 0.9505 3.5618 0.4536 0.0622 -0.0615 -0.0765
C 1.1713 2.2327 0.7324 -0.0393 0.0058 0.0893
F 0.6515 1.6960 1.8828 -0.0102 -0.0176 -0.0235
H 4.5511 -2.3375 2.0222 -0.0193 -0.0169 -0.0170
H 3.2788 -3.0411 1.0503 -0.0418 -0.0427 -0.0537
H 2.8850 -1.9914 2.4206 0.0146 -0.0242 -0.0076
H 5.3467 -1.6886 -1.0055 -0.0230 0.0077 -0.0067
H 4.8749 -0.1186 -1.6347 -0.0092 -0.0052 0.0024
H 3.7824 -1.4965 -1.8117 0.0158 -0.0267 -0.0011
H 5.7263 0.3373 1.5837 -0.0101 0.0245 -0.0098
H 4.2608 0.9827 2.3281 0.0209 0.0089 -0.0042
H 4.8177 1.6116 0.7718 -0.0220 -0.0228 0.0008
H 2.9938 1.2661 -1.9094 -0.0088 0.0092 0.0008
H 2.6616 3.6479 -2.4635 -0.0030 -0.0054 0.0096
H 1.3532 5.1143 -0.9652 0.0068 -0.0066 -0.0004
H 0.3852 4.1755 1.1417 -0.0012 -0.0175 0.0098
O -4.5557 -0.3778 3.2498 0.0207 0.0292 -0.0326
C -4.5566 0.2034 2.0621 -0.0700 -0.0560 0.0046
O -5.5392 0.6697 1.5556 0.0324 0.0074 0.0231
C -3.2607 0.2512 1.3122 -0.0113 0.0269 -0.0218
C -3.1487 0.8248 0.0571 0.0393 0.0210 -0.0017
N -1.8844 0.6660 -0.3542 -0.0075 -0.1000 -0.0954
N -1.1634 0.0088 0.5604 0.1325 0.1189 0.0663
C -1.9816 -0.2311 1.5868 -0.0717 -0.0569 0.0385
C -1.3531 -0.9212 2.7633 0.0044 0.0907 -0.0815
O -2.0010 -1.2576 3.7230 0.0148 -0.0018 0.0242
O -0.0642 -1.1004 2.5973 -0.0312 -0.0499 0.1088
H -3.6716 -0.7219 3.5098 -0.0116 -0.0097 0.0187
H -3.8954 1.3286 -0.5353 0.0126 -0.0128 0.0027
H -1.4605 0.9749 -1.2165 0.0215 0.0376 0.0361
C 1.6014 -6.7331 3.2733 -0.0120 0.0043 0.0087
C 1.0659 -5.5461 3.7562 -0.0101 0.0060 0.0069
C 0.6702 -4.5508 2.8741 0.0753 -0.0169 0.0111
C 0.8091 -4.7566 1.5027 -0.0532 0.0206 0.0108
C 1.3378 -5.9475 1.0152 0.0194 -0.0294 0.0793
C 1.7390 -6.9340 1.9076 -0.0097 0.0126 -0.0349
Sb 0.1571 -3.2895 0.1461 0.1048 -0.0692 -0.0608
C 0.8760 -4.0633 -1.6746 0.0046 0.1106 -0.0527
C -0.0021 -4.5023 -2.6595 0.0321 -0.0113 -0.0044
C 0.5010 -5.0199 -3.8470 -0.0064 0.0070 0.0120
C 1.8712 -5.0970 -4.0485 -0.0032 0.0018 -0.0084
C 2.7484 -4.6593 -3.0645 0.0030 -0.0025 0.0130
C 2.2523 -4.1400 -1.8783 -0.0258 0.0112 -0.0228
C -1.9176 -3.6515 0.0361 0.0147 -0.0342 0.0502
C -2.7457 -2.7889 -0.6791 -0.0048 -0.0021 -0.0322
C -4.1121 -3.0204 -0.7370 -0.0033 0.0151 0.0034
C -4.6545 -4.1150 -0.0772 -0.0091 -0.0110 0.0034
C -3.8321 -4.9815 0.6280 0.0148 -0.0015 0.0151
C -2.4629 -4.7542 0.6876 -0.0576 0.0714 0.0271
H 1.9104 -7.5051 3.9658 0.0035 0.0061 -0.0050
H 0.9559 -5.3927 4.8218 0.0088 -0.0009 -0.0091
H 0.2681 -3.6232 3.2658 -0.0203 -0.0012 -0.0279
H 1.4408 -6.1090 -0.0511 0.0024 -0.0274 0.0248
H 2.1556 -7.8598 1.5328 -0.0085 0.0053 0.0054
H -1.0735 -4.4553 -2.5055 -0.0053 -0.0018 0.0054
H -0.1805 -5.3667 -4.6126 0.0036 0.0010 0.0049
H 2.2582 -5.5026 -4.9739 -0.0023 0.0022 0.0059
H 3.8178 -4.7248 -3.2189 -0.0126 0.0001 -0.0012
H 2.9422 -3.8119 -1.1090 0.0273 0.0100 -0.0245
H -2.3293 -1.9423 -1.2152 0.0154 0.0221 0.0081
H -4.7545 -2.3493 -1.2933 0.0081 -0.0094 0.0019
H -5.7209 -4.2934 -0.1146 0.0053 0.0060 -0.0008
H -4.2562 -5.8356 1.1391 0.0011 0.0029 -0.0038
H -1.8308 -5.4293 1.2513 0.0109 -0.0094 -0.0069

3.
82
Properties=species:S:1:pos:R:3:forces:R:3 method="wB97M-V/def2-TZVPD" gap_ev="8.32 / 5.17" lumo_ev="-6.9 / -10.0" multiplicity=5 e_above_lowest_ev=0.534 mol_weight_g_mol=864.25 total_charge=+3
Pd 2.8603 -2.0687 0.1559 0.0375 1.2832 0.8210
F -0.5548 4.4822 -0.6081 -0.2385 -0.5093 0.0195
C -1.1536 3.2561 -0.4857 0.3040 0.2379 0.0935
C -0.3157 2.2198 -0.1855 -0.6691 -0.4928 -0.0900
C -0.8180 0.8943 -0.0931 -1.1237 1.7106 -0.5109
C 0.0402 -0.1950 0.1581 1.2595 -1.0603 0.3914
O 1.2849 -0.0731 0.4171 -1.2329 -0.2680 -0.1865
C -0.5719 -1.5084 0.0848 -0.2233 0.4047 -0.0048
C -1.8959 -1.6792 -0.1530 -0.3975 1.8332 -0.0892
N -2.7449 -0.5794 -0.3775 2.2617 -0.7540 1.0801
C -4.1208 -0.8283 -0.5457 -1.6908 -0.3357 -1.2440
C -4.7456 -0.5267 -1.8950 0.4005 -0.7933 0.9538
C -4.5512 -1.9551 -1.4528 0.2329 1.1580 0.2574
C -2.2104 0.7246 -0.3484 0.2279 -1.5784 0.1737
C -3.0623 1.7914 -0.5832 0.2400 1.9631 -0.0298
C -2.5670 3.1224 -0.6590 0.0522 -1.0931 0.0464
N -3.3970 4.1996 -0.9335 -0.1295 -0.3282 -0.1650
C -2.8688 5.5548 -0.9073 0.5516 0.7944 0.0151
C -3.9718 6.6078 -1.0042 0.0152 0.0821 0.1391
N -4.8910 6.2529 -2.1516 0.4031 0.0291 0.1429
C -5.5428 4.8972 -1.9260 -0.2026 -0.3688 -0.2731
C -4.8478 4.1119 -0.8066 0.0887 0.3584 0.1605
C 0.4905 -2.5399 0.1190 0.4671 -0.9515 -0.9789
O 0.9427 -3.0008 1.2175 -0.0194 0.4743 -1.0150
O 1.0785 -2.7304 -1.0245 -0.3975 0.3944 1.9485
H 0.7448 2.4036 -0.0588 -0.1823 0.0321 -0.0351
H -2.3667 -2.6481 -0.1906 -0.0914 -0.0059 -0.0542
H -4.8740 -0.6781 0.2166 0.8256 0.2728 0.8713
H -4.0249 -0.1891 -2.6243 -0.5416 0.3204 -0.3642
H -5.7632 -0.1995 -1.7694 -0.0265 0.5873 -0.8118
H -3.7492 -2.4453 -1.9774 -0.2828 -0.6439 0.0122
H -5.4415 -2.4262 -1.0716 0.1886 -0.7353 -0.4216
H -4.1235 1.6407 -0.7191 0.3045 -0.3181 0.0281
H -2.1406 5.7121 -1.7224 -0.4306 -0.0969 0.1330
H -2.2902 5.7462 0.0059 -0.3568 0.1138 -0.0663
H -3.5583 7.6067 -1.1826 0.0197 -0.3147 -0.0847
H -4.5829 6.6846 -0.0990 0.0289 -0.1626 -0.2415
H -4.3328 6.2321 -3.0189 -0.2796 0.0348 0.3314
H -5.5978 6.9868 -2.2671 0.0876 -0.1883 -0.0528
H -5.5093 4.3637 -2.8824 0.1011 0.1089 0.2470
H -6.5926 5.0649 -1.6847 0.0927 0.0392 0.0698
H -5.1951 3.0847 -0.8529 -0.0039 0.1179 -0.1932
H -5.1705 4.4817 0.1769 0.0169 -0.0185 -0.1235
S 5.0214 -2.3966 -1.2644 -0.2470 -0.3400 -0.0772
C 5.0375 -0.7627 -1.1149 0.6046 1.8251 -0.1478
N 4.1159 -0.1400 -0.3435 0.1364 0.3120 -0.4821
C 4.2217 1.2260 -0.3994 -0.3357 -0.9263 0.2168
C 3.3789 2.1420 0.2874 0.4497 0.5760 -0.5453
C 3.5842 3.4937 0.0488 -0.5850 -0.8460 0.5932
C 4.6005 3.9548 -0.7952 0.9541 -0.6749 -0.6949
C 5.4681 3.0559 -1.4280 -0.0592 0.7592 -0.0255
C 5.2799 1.6996 -1.2485 -0.4461 -0.4476 0.5333
S 6.1604 0.3846 -1.9108 -0.4154 -0.6602 0.1808
H 2.5833 1.7527 0.9102 0.1083 0.1130 -0.0303
H 2.9505 4.2290 0.5245 -0.0704 -0.0447 0.0838
H 4.7277 5.0180 -0.9637 0.0059 -0.0973 0.0560
H 6.2781 3.3971 -2.0618 -0.1149 0.1451 0.0487
N 2.4995 -4.0718 3.8090 -0.0146 0.0047 -0.0211
C 2.9871 -2.8155 4.4649 -0.3652 0.1337 -0.2242
C 2.6072 -1.5873 3.6345 -0.1118 0.1620 0.4295
N 3.4847 -1.3512 2.4833 0.4117 0.0482 -0.7881
H 2.6599 -4.8902 4.4081 -0.0986 0.1535 -0.2785
H 2.9886 -4.2220 2.8736 -0.0865 -0.0756 0.4726
H 1.5007 -4.0153 3.5752 0.1761 -0.0170 0.1850
H 4.0663 -2.9139 4.6181 -0.1563 0.0341 -0.0843
H 2.5090 -2.7710 5.4430 0.0620 0.1266 -0.0422
H 2.6038 -0.7178 4.3023 0.1680 -0.1551 0.0309
H 1.5766 -1.6701 3.2686 0.1745 -0.1436 0.0029
H 4.4824 -1.4216 2.7102 -0.4552 0.0321 0.0591
H 3.3341 -0.4073 2.1281 0.0212 -0.1251 0.1917
F 0.1128 -8.1862 -1.3538 1.2080 1.3331 0.7793
C 0.9539 -7.2832 -0.7912 -1.0828 -1.3069 -0.7903
C 1.2227 -7.3440 0.5659 -0.6909 -1.1249 1.5256
F 0.6183 -8.2999 1.3373 0.8838 1.3458 -1.0771
C 2.0705 -6.4163 1.1416 -0.3255 -0.4034 1.2664
F 2.2737 -6.4664 2.4960 -0.1794 -0.0774 -1.1754
C 2.7011 -5.4203 0.4059 0.0996 -0.0348 -0.4746
S 3.8410 -4.3225 1.0700 0.3723 -0.6680 -0.1013
C 2.4016 -5.3867 -0.9646 0.2591 0.3464 -0.4842
F 2.9521 -4.4066 -1.6988 -0.1600 -1.0537 0.0368
C 1.5491 -6.2985 -1.5608 -0.0419 0.5516 -1.7431
F 1.2978 -6.2203 -2.8972 0.2599 -0.1126 1.6954